1.
Density functional theory data (ωB97M-V with the def2-TZVPD basis set) for a single C21H31N3O2 molecule.

The geometry in XYZ format:
```
57
Properties=species:S:1:pos:R:3:forces:R:3:mulliken_charge:R:1
O -1.120414 -0.751087 2.278703 -0.1 0.0 0.5 -0.679
C -0.865665 -0.853124 1.099703 0.0 -0.3 -0.6 -0.131
N 0.060199 -0.095535 0.474245 0.3 0.2 -0.2 0.152
H 0.276336 -0.275581 -0.492366 -0.1 -0.1 0.1 0.331
C 0.875838 0.868380 1.176341 0.4 -0.1 0.3 -0.501
H 1.020139 1.738593 0.531715 0.0 0.0 0.1 0.469
H 0.314708 1.165413 2.064222 0.0 0.1 -0.1 0.276
C 2.239982 0.297313 1.630715 -0.5 0.2 0.0 -1.361
N 3.207333 0.016309 0.599760 -0.1 0.0 0.0 0.594
C 2.914295 -1.109010 -0.259490 0.3 -0.4 0.0 -0.458
C 4.168148 -1.916025 -0.609639 -0.2 0.2 -0.3 -0.993
H 4.536616 -2.398865 0.297009 0.0 -0.1 0.0 0.337
C 5.299803 -1.087080 -1.213314 0.1 -0.2 0.3 -0.751
H 6.067825 -1.778884 -1.567169 0.0 0.0 -0.1 0.349
C 5.923767 -0.133001 -0.193276 0.0 0.2 -0.2 -0.691
C 5.247701 1.235809 -0.119924 -0.1 -0.1 0.0 -0.912
H 5.590718 1.733392 0.788793 0.0 0.1 0.0 0.336
H 5.558990 1.848386 -0.969015 0.1 0.1 0.0 0.365
C 3.712084 1.170578 -0.116020 0.4 0.1 0.0 -0.773
H 3.334522 2.086175 0.346594 -0.1 0.0 -0.1 0.443
H 3.350953 1.161271 -1.156001 -0.1 0.0 0.1 0.358
H 5.879252 -0.601987 0.790134 0.1 0.0 0.0 0.295
H 6.976777 0.025373 -0.436225 0.0 0.0 0.1 0.360
H 4.939451 -0.529454 -2.079751 0.0 0.0 -0.2 0.349
H 3.876948 -2.700841 -1.312453 0.0 -0.1 0.0 0.415
H 2.220230 -1.775638 0.258444 0.0 0.1 -0.1 0.279
H 2.434875 -0.782787 -1.202540 0.0 0.0 0.0 0.257
H 2.690004 1.018066 2.318645 0.0 0.0 0.1 0.495
H 2.054055 -0.624346 2.187827 0.0 0.1 0.1 0.415
C -1.553400 -1.858533 0.164529 -0.1 0.0 0.3 0.170
H -0.774888 -2.522200 -0.222055 0.0 0.1 0.0 0.616
C -2.640570 -2.640211 0.902577 0.0 0.0 0.1 -0.776
C -3.956520 -2.194929 0.293988 0.4 -0.2 0.0 0.414
O -5.068371 -2.514411 0.649604 -0.4 -0.1 0.2 -0.693
N -3.683010 -1.377922 -0.747003 0.1 0.2 -0.1 0.156
C -4.709094 -0.683289 -1.485027 -0.4 0.0 0.1 -1.051
H -5.522621 -1.388105 -1.680054 0.1 0.1 -0.1 0.445
C -5.266605 0.515169 -0.695239 0.2 -0.2 -0.1 -1.263
C -4.156799 1.419617 -0.243812 -0.2 0.1 0.0 0.120
C -3.594455 2.345702 -1.114947 0.0 0.0 0.0 -0.168
C -2.530318 3.133826 -0.713503 0.1 0.1 -0.1 -0.762
C -2.015226 3.006203 0.565958 0.1 0.1 0.1 -0.320
C -2.572570 2.091101 1.442715 0.1 0.0 0.1 -0.606
C -3.634203 1.301767 1.038216 0.0 0.0 -0.1 0.086
H -4.058530 0.582867 1.723192 -0.1 -0.1 0.1 0.375
H -2.180936 1.983739 2.442616 0.1 0.0 0.1 0.399
H -1.187356 3.625401 0.879860 0.1 0.1 0.0 0.469
H -2.103536 3.851361 -1.400052 0.0 0.1 0.0 0.401
H -3.995540 2.450450 -2.113882 -0.1 0.0 -0.1 0.416
H -5.969233 1.053783 -1.333523 -0.1 0.0 0.0 0.476
H -5.803609 0.126959 0.170603 -0.1 0.0 0.0 0.403
H -4.281453 -0.353639 -2.434830 0.0 0.0 0.0 0.474
C -2.283478 -1.147932 -0.994295 0.2 0.1 -0.4 -0.582
H -2.072289 -0.072925 -1.013741 0.0 -0.1 0.0 0.280
H -2.003521 -1.573385 -1.968542 0.0 0.1 0.1 0.262
H -2.630457 -2.391993 1.966514 0.0 -0.1 -0.1 0.348
H -2.536886 -3.720262 0.804473 -0.1 0.0 0.0 0.288
```
Forces are in eV/Å.

Properties
**SMILES**: O=C(NCCN1CCCCCC1)[C@H]1CC(=O)N(CCc2ccccc2)C1
**Energy above the lowest of the compared OMol25 structures with the same formula, charge and spin**: 26.4 kcal per mole
**Lowest unoccupied orbital energy**: 0.46 eV
**HOMO level**: -8.3 eV
**DFT total energy**: -30846.8126 eV
**Max |F|**: 0.0138 hartree/bohr
**HOMO-LUMO gap**: 8.81 eV

***

2.
Density functional theory data (ωB97M-V with the def2-TZVPD basis set) for a single C21H31N3O3 molecule.

The geometry in XYZ format:
```
58
Properties=species:S:1:pos:R:3:forces:R:3:mulliken_charge:R:1
C 1.902008 4.962072 -3.071563 0.0 0.2 0.0 -1.056
H 2.918878 5.127150 -3.439972 0.0 0.0 0.0 0.410
O 1.674779 3.607078 -2.769829 0.0 -0.4 -0.1 -0.353
C 1.831993 2.677686 -3.765343 0.0 -0.2 0.0 0.672
C 2.121456 2.998483 -5.086236 0.0 0.3 0.1 -0.631
C 2.241950 1.998954 -6.037009 0.0 -0.1 0.0 -0.590
C 2.076658 0.672991 -5.684491 0.0 -0.1 -0.1 -0.862
C 1.797927 0.350897 -4.367923 0.0 0.2 0.0 -0.113
C 1.676524 1.333611 -3.399087 0.1 0.2 0.1 0.138
C 1.366847 0.938976 -1.980465 0.1 0.1 0.1 -1.025
N 0.049501 0.315971 -1.895362 0.1 -0.1 -0.1 0.106
C -1.029973 1.141758 -2.388986 -0.2 0.3 0.0 -0.899
H -1.935198 0.530240 -2.398553 0.0 0.0 -0.1 0.459
H -0.806414 1.444776 -3.413045 -0.1 0.0 0.0 0.522
C -1.253893 2.381755 -1.517712 0.2 -0.1 -0.5 -0.588
N -1.301643 1.982032 -0.127865 -0.2 0.4 0.0 -0.084
C -0.823524 0.844292 0.393130 0.2 0.0 0.0 0.286
O -0.887650 0.635743 1.599006 0.0 -0.1 0.3 -0.770
C -0.255568 -0.195113 -0.570016 0.0 -0.2 -0.1 -0.267
C -1.239648 -1.382640 -0.680687 0.0 -0.2 0.1 -0.960
H -1.184747 -1.775630 -1.696607 0.0 0.0 0.1 0.410
H -2.266003 -1.056505 -0.492801 0.0 0.0 0.0 0.368
C -0.944999 -2.546107 0.271150 -0.1 0.5 -0.3 0.414
O -0.978212 -3.700370 -0.109958 -0.1 -0.4 -0.2 -0.724
N -0.665273 -2.171935 1.525882 0.1 0.1 0.5 0.336
H -0.697756 -1.186290 1.771166 0.0 0.0 -0.2 0.162
C -0.406031 -3.113607 2.595483 0.2 -0.5 0.0 -0.374
C -1.680628 -3.367661 3.416652 0.0 0.1 -0.2 -1.099
H -1.457075 -4.074701 4.216235 0.0 -0.1 0.1 0.478
C -2.322178 -2.103280 3.991260 0.0 -0.2 0.2 -0.397
C -1.802824 -1.693757 5.371525 0.0 0.0 0.0 -0.784
C -0.290612 -1.833516 5.563993 -0.1 0.2 0.0 -0.771
C 0.543738 -1.451772 4.340164 0.2 -0.3 0.2 -0.416
H 1.517252 -1.090877 4.682170 0.0 0.1 -0.1 0.400
C 0.798848 -2.640298 3.412340 -0.1 0.1 -0.1 -1.021
H 1.162422 -3.479464 4.010115 0.0 0.0 0.0 0.504
H 1.590522 -2.377539 2.705675 0.0 -0.1 0.0 0.374
H 0.068930 -0.633854 3.798708 0.0 0.2 -0.1 0.133
H -0.002715 -1.203985 6.409474 0.0 -0.1 0.0 0.363
H -0.049998 -2.862261 5.840657 0.1 0.0 0.1 0.332
H -2.298653 -2.295344 6.137702 -0.1 0.1 0.0 0.368
H -2.090995 -0.653716 5.541488 0.0 0.0 0.1 0.336
H -2.183002 -1.280006 3.290940 -0.1 0.1 -0.1 0.091
H -3.399941 -2.263064 4.076665 0.0 0.1 -0.1 0.411
H -2.394035 -3.847591 2.742668 0.0 -0.1 0.0 0.454
H -0.139377 -4.056849 2.101501 0.0 0.2 0.1 0.416
H 0.676951 -0.568661 -0.132298 -0.1 0.1 0.0 0.538
H -1.656798 2.652622 0.541429 0.1 -0.2 0.0 0.307
H -0.439246 3.099241 -1.672480 -0.1 -0.1 0.0 0.204
H -2.197133 2.868794 -1.781148 0.1 0.0 0.0 0.441
H 1.472585 1.811010 -1.319823 0.0 -0.1 0.0 0.588
H 2.091637 0.182397 -1.662904 0.0 0.1 0.1 0.473
H 1.663643 -0.678151 -4.072401 0.0 -0.1 0.0 0.459
H 2.168010 -0.104421 -6.427030 0.0 -0.1 -0.1 0.392
H 2.465499 2.267928 -7.058590 0.0 0.0 -0.1 0.383
H 2.251199 4.025653 -5.388323 0.0 0.1 0.0 0.415
H 1.770084 5.498807 -2.132792 0.0 0.0 -0.1 0.252
H 1.181903 5.338047 -3.805879 0.1 0.0 0.0 0.390
```
Forces are in eV/Å.

Properties
**SMILES**: COc1ccccc1CN1CCNC(=O)[C@H]1CC(=O)NC1CCCCCC1
**Energy above the lowest of the compared OMol25 structures with the same formula, charge and spin**: 29.7 kcal per mole
**Lowest unoccupied orbital energy**: 0.51 eV
**HOMO level**: -8.6 eV
**DFT total energy**: -32894.0799 eV
**Max |F|**: 0.0111 hartree/bohr
**HOMO-LUMO gap**: 9.16 eV

***

3.
Density functional theory data (ωB97M-V with the def2-TZVPD basis set) for a molecular structure, C21H32As3HfN2OS2.

The geometry in XYZ format:
```
62
Properties=species:S:1:pos:R:3:forces:R:3:mulliken_charge:R:1
Hf -0.782781 0.607022 1.291311 0.1 0.6 0.6 0.862
S 0.479551 0.183440 3.358927 -0.1 0.2 -0.3 -0.615
C -0.208079 1.710923 4.001388 0.1 -0.2 0.0 0.888
C -0.430597 1.738734 5.382511 -0.1 0.1 -0.1 -0.977
C -0.865497 2.893873 6.007434 0.0 -0.2 -0.1 0.458
C -1.059606 2.888376 7.427807 0.0 0.1 0.1 -0.296
N -1.199676 2.873929 8.567096 0.0 0.0 0.0 -0.431
C -1.111549 4.048956 5.248702 0.0 0.0 -0.1 0.574
C -0.926038 4.022443 3.878213 -0.1 -0.2 0.2 -0.970
C -0.476404 2.862368 3.243177 0.1 0.1 -0.4 0.623
S -0.270644 2.997104 1.467920 0.0 -0.2 0.0 -0.489
C -1.570774 5.253733 5.874959 0.0 0.1 0.1 -0.304
N -1.936254 6.220036 6.375561 0.0 0.0 0.0 -0.432
H -0.241696 0.852398 5.971422 0.0 0.0 0.0 0.557
H -1.133303 4.906837 3.293126 0.0 0.0 0.0 0.546
C -1.909445 2.575319 -2.093140 0.0 -0.1 -0.2 -1.280
As -1.462871 0.777498 -1.524447 0.2 -0.1 0.4 0.783
C -3.102650 -0.214082 -1.846603 0.0 0.1 -0.2 -1.356
C -0.240737 0.187096 -2.932951 -0.1 0.1 -0.1 -1.882
C 0.587788 -1.100563 -2.737289 0.0 0.1 0.0 2.752
C -0.309419 -2.226756 -2.234638 -0.1 -0.1 0.1 -1.639
C 1.766104 -0.842616 -1.790445 0.1 0.0 0.0 -1.191
As 1.449314 -0.732399 0.137808 -0.3 0.0 0.0 0.797
C 1.644215 -2.552520 0.780213 0.2 0.0 -0.1 -1.212
C 3.062324 0.150933 0.749343 0.1 -0.1 -0.1 -1.230
C 1.126348 -1.438801 -4.146521 0.0 0.0 0.0 -2.044
As 2.455557 -2.842960 -4.661782 0.0 0.0 0.0 0.317
C 2.292339 -4.276506 -3.327622 0.0 0.0 0.1 -0.924
C 4.133876 -2.050203 -4.011855 0.0 0.0 0.0 -1.092
H -2.275610 2.549955 -3.119573 0.0 0.0 0.0 0.432
H -1.023029 3.204285 -2.036246 0.0 0.0 0.0 0.403
H -2.676130 2.985615 -1.439269 0.0 0.0 0.0 0.415
H -3.261043 -0.307106 -2.921155 0.0 0.0 0.0 0.449
H -3.938747 0.334027 -1.413934 0.0 0.0 0.0 0.448
H -3.049956 -1.200706 -1.392961 0.0 0.0 0.0 0.361
H 0.429572 1.028601 -3.129989 0.0 0.0 0.0 0.496
H -0.871398 0.080243 -3.821055 0.0 0.0 0.0 0.642
H -0.757396 -1.997722 -1.258717 0.0 0.0 0.0 0.183
H 0.235585 -3.160237 -2.123113 0.1 -0.1 0.0 0.183
H -1.133509 -2.405930 -2.928801 0.0 0.0 0.0 0.407
H 2.276471 0.082361 -2.075617 0.0 0.0 0.1 0.577
H 2.500252 -1.638463 -1.897422 0.0 -0.1 0.0 -0.164
H 2.547703 -2.992033 0.356075 0.0 0.0 0.0 0.393
H 0.781607 -3.151272 0.496067 0.0 0.0 0.0 0.387
H 1.730085 -2.540521 1.865854 0.0 0.0 0.0 0.452
H 3.932446 -0.357475 0.333692 0.0 0.0 0.0 0.413
H 3.088295 0.121176 1.835509 0.0 0.0 0.0 0.425
H 3.048826 1.188998 0.422130 0.0 0.0 0.0 0.383
H 1.577615 -0.538918 -4.580397 0.0 0.0 0.0 0.535
H 0.256418 -1.651388 -4.774310 0.0 0.0 0.0 0.518
H 1.352974 -4.812133 -3.454438 0.0 0.0 0.0 0.326
H 2.387632 -3.945957 -2.293677 0.0 0.0 0.0 0.115
H 3.101826 -4.976660 -3.534219 0.0 0.0 0.0 0.407
H 4.211111 -1.028818 -4.384692 0.0 0.0 0.0 0.318
H 4.957254 -2.621326 -4.438524 0.0 0.0 0.0 0.419
H 4.247100 -2.048584 -2.929437 0.0 0.0 0.0 0.291
C -4.291078 0.206633 2.305787 0.1 0.2 0.0 -1.190
C -2.896176 0.215630 1.818563 0.1 -0.3 -0.1 0.653
O -2.351958 -0.848706 1.406867 -0.3 -0.2 -0.1 -0.465
H -4.783231 -0.758138 2.198524 0.0 0.0 0.0 0.352
H -4.847044 1.000298 1.801750 0.0 0.0 0.0 0.321
H -4.265864 0.510658 3.357108 0.0 0.0 0.0 0.324
```
Forces are in eV/Å.

Properties
**Energy above the lowest of the compared OMol25 structures with the same formula, charge and spin**: 0.0 kcal per mole
**Lowest unoccupied orbital energy**: -3.95 eV
**HOMO level**: -11.2 eV
**Total charge**: +1
**DFT total energy**: -232811.5786 eV
**Max |F|**: 0.0160 hartree/bohr
**HOMO-LUMO gap**: 7.27 eV

***

4.
Density functional theory data (ωB97M-V with the def2-TZVPD basis set) for 5 unconnected molecules or ions with the total composition C21H32I2N4O11P.

The geometry in XYZ format:
```
71
Properties=species:S:1:pos:R:3:forces:R:3:mulliken_charge:R:1
C 3.038591 -0.674064 1.101493 -0.1 0.0 0.2 -1.314
C 1.581667 -0.925487 1.278312 0.0 -0.1 0.2 0.601
I 1.011476 -1.370491 3.248904 0.1 0.0 0.0 0.137
C 0.660204 -0.914479 0.317078 0.2 0.2 0.0 -0.769
I 1.042731 -0.557634 -1.692277 0.0 -0.2 -0.2 0.172
N -0.696012 -1.194250 0.648004 0.1 0.0 -0.3 0.101
C -1.325084 -2.355985 0.686514 0.0 0.0 0.1 -0.130
N -2.577395 -2.244309 1.075118 -0.3 -0.2 0.2 -0.508
C -2.761318 -0.945469 1.303121 0.2 0.0 0.2 0.595
N -3.893983 -0.439934 1.785821 -0.1 -0.1 0.0 -0.258
N -1.620183 -0.237810 1.030288 -0.6 0.0 0.0 0.520
P -1.307213 1.450213 1.148473 0.6 0.9 -0.3 0.615
O -0.307415 1.923657 0.211089 0.1 -0.3 0.0 -0.545
O -1.000854 1.657937 2.671259 -0.2 0.0 -0.1 -0.361
O -2.757646 2.053203 0.973785 -0.3 -0.7 0.2 -0.609
H 3.240725 -0.142976 0.176500 0.1 0.0 -0.1 0.452
H 3.411579 -0.100486 1.946734 0.1 0.1 0.0 0.400
H 3.571214 -1.625664 1.118537 0.0 0.0 -0.1 0.300
H -0.828109 -3.278371 0.433603 0.1 0.0 -0.1 0.442
H -4.517450 -1.076715 2.253121 -0.1 -0.1 -0.3 0.245
H -4.127022 0.535209 1.773340 0.2 0.1 0.2 0.187
H -0.323741 2.346154 2.781694 0.0 -0.1 0.2 0.324
H -3.152027 1.827947 0.116289 0.1 0.4 -0.1 0.373
O 1.239451 -0.539088 -5.636737 -0.2 0.1 0.2 -0.654
C 1.623844 -1.670167 -5.543065 0.2 0.0 -0.4 0.566
O 2.362666 -2.073396 -4.483388 0.0 -0.1 0.2 -0.143
C 2.799753 -3.436029 -4.666723 0.1 -0.2 -0.1 -0.448
C 1.814309 -4.034821 -5.665044 0.0 0.1 0.0 -0.530
C 1.447244 -2.814994 -6.512188 0.0 -0.2 0.2 -0.504
H 3.819658 -3.413713 -5.052443 0.0 0.0 -0.1 0.252
H 2.793105 -3.934441 -3.699994 0.0 0.1 0.1 0.318
H 2.236185 -4.861828 -6.230310 0.1 0.0 0.0 0.334
H 0.929700 -4.399895 -5.140656 0.0 0.0 0.0 0.277
H 2.144788 -2.659643 -7.336632 0.0 0.1 0.0 0.208
H 0.430409 -2.836426 -6.893358 0.0 0.1 -0.1 0.358
O -3.723653 -5.713948 5.182935 0.0 -0.1 0.0 -0.536
C -3.908789 -4.546795 5.323251 -0.1 0.0 -0.2 0.269
O -4.574570 -4.025878 6.384480 0.0 0.0 0.0 -0.337
C -4.729254 -2.603704 6.251567 0.0 -0.1 -0.1 -0.461
C -3.628603 -2.189627 5.282328 0.0 0.2 -0.1 -0.376
C -3.491596 -3.418800 4.388949 0.1 0.3 0.3 -0.054
H -5.728618 -2.397797 5.861486 0.0 0.0 0.0 0.262
H -4.636719 -2.149585 7.233910 0.0 -0.1 0.0 0.328
H -3.859640 -1.267386 4.747860 0.0 0.0 0.1 0.225
H -2.699552 -2.031693 5.831499 0.0 0.0 0.0 0.247
H -4.178011 -3.400270 3.539674 0.0 -0.1 0.0 0.204
H -2.472796 -3.558331 4.036557 -0.1 -0.2 -0.1 0.212
O -2.328062 7.385343 6.085563 0.0 0.0 0.1 -0.528
C -2.165247 6.610684 5.199198 0.1 0.2 -0.1 0.428
O -1.867476 5.296505 5.425295 0.0 -0.1 0.0 -0.366
C -1.630861 4.621086 4.191446 0.0 0.0 -0.1 -0.166
C -2.339632 5.452545 3.124319 0.0 0.1 0.0 -0.372
C -2.217420 6.862455 3.701525 -0.1 -0.3 0.0 -0.466
H -0.547566 4.577657 4.025082 0.0 0.0 0.0 0.142
H -2.021375 3.608099 4.272953 0.0 0.0 0.1 0.176
H -1.908843 5.335455 2.130794 0.1 0.0 0.0 0.303
H -3.390624 5.165237 3.073577 0.0 0.0 0.0 0.285
H -1.288375 7.351777 3.406373 0.0 0.1 0.0 0.262
H -3.056739 7.505804 3.456960 0.1 0.1 0.0 0.312
O 4.469618 -1.369568 -7.112937 0.0 -0.1 -0.1 -0.549
C 4.891402 -0.347807 -6.648219 0.0 0.0 0.2 0.512
O 5.971640 0.289760 -7.144331 0.0 0.0 0.0 -0.383
C 6.310360 1.419908 -6.315692 0.0 0.1 0.1 -0.443
C 5.023139 1.771616 -5.573445 0.0 -0.1 -0.1 -0.620
C 4.363998 0.400128 -5.445529 0.0 0.4 0.0 0.033
H 7.111773 1.117348 -5.638639 0.0 0.0 0.0 0.248
H 6.674472 2.217637 -6.957118 0.0 -0.1 -0.1 0.336
H 5.196193 2.281589 -4.628313 0.1 0.0 0.0 0.351
H 4.405332 2.418197 -6.197308 0.0 0.0 0.0 0.281
H 4.692455 -0.136436 -4.552742 -0.1 0.0 0.0 0.183
H 3.279792 0.433037 -5.469570 0.0 -0.1 0.1 0.057
```
Forces are in eV/Å.

Properties
**Energy above the lowest of the compared OMol25 structures with the same formula, charge and spin**: 0.0 kcal per mole
**Lowest unoccupied orbital energy**: -3.69 eV
**HOMO level**: -11.9 eV
**Total charge**: +1
**DFT total energy**: -76265.8160 eV
**Max |F|**: 0.0223 hartree/bohr
**HOMO-LUMO gap**: 8.21 eV

***

The lowest max |F| belongs to which entry?
C21H31N3O3

***

Among the records above, which one has the highest HOMO level?
C21H31N3O2

***

Among the records above, which one has the lowest HOMO level?
C21H32I2N4O11P

***

Among the records above, which one has the highest HOMO level?
C21H31N3O2